One molecule with the formula C6H12N2O in a non-equilibrium geometry, computed with ωB97M-V/def2-TZVPD.

Each line ends with the Mulliken charge.
Cartesian coordinates (Å):
O -1.92286 -0.66145 -1.09225  -0.442
N 2.93297 0.19686 0.38540  -0.598
N -0.78175 1.97847 -0.30096  -0.672
C -0.53800 -0.60273 -0.83951  -0.372
C -2.49601 -0.46016 0.19519  -0.355
C -0.39686 0.58932 0.04917  0.402
C -1.44813 -0.13904 1.25038  -0.560
C 0.78652 0.07029 -0.71043  0.007
C 2.09799 -0.75969 -0.33232  -0.769
H 2.57918 -1.36592 -1.09010  0.357
H 1.10765 0.79171 -1.40196  0.278
H -0.14415 2.73261 -0.20612  0.286
H -0.56928 -1.66531 -0.26890  0.168
H -0.78568 -0.99706 1.57811  0.213
H -3.10500 0.52564 0.11054  0.330
H 3.79797 0.58430 -0.31300  0.268
H -3.13952 -1.41319 0.57253  0.267
H -1.86081 0.44779 2.19368  0.309
H -1.08139 2.08465 -1.43685  0.296
H 1.59971 -1.58802 0.32140  0.324
H 3.36746 -0.34908 1.33597  0.263

Forces on atoms 1 to 3 (eV/Å):
O -1.34 0.27 -2.59
N 4.20 -0.98 1.15
N -2.93 -1.71 -4.67

Results
SMILES: NC[C@H]1[C@@H]2OCC[C@@]12N
E_LUMO (eV): 0.78
Relative energy (zero: lowest compared OMol25 entry of this formula, charge and spin) (kcal per mole): 193.15
HOMO level (Eh): -0.310
E (eV): -11436.295